Density functional theory data (ωB97M-V/def2-TZVPD) for a cluster of 5 separate species, C54H102FN6O7P in total in a non-equilibrium geometry.

Electronic energy: -92920.7886 eV
Spin multiplicity: 5
Charge: -2
⟨S²⟩: 6.016

Structure (XYZ):
```
171
C54H102FN6O7P | OMol25 | ωB97M-V/def2-TZVPD
C 1.870 -3.018 5.064
C 2.677 -1.722 4.838
C 4.138 -1.803 5.379
N 4.260 -2.252 6.730
P 5.523 -1.673 7.853
C 6.058 -3.552 8.157
O 5.293 -4.547 7.437
C 5.832 -5.813 7.660
C 4.956 0.152 7.645
C 3.480 0.540 7.701
C 2.223 -0.274 7.968
N 3.287 1.807 7.545
C 7.051 -1.206 8.971
C 7.161 -1.424 10.483
C 6.843 -0.126 11.266
F 6.599 -2.535 11.102
C 4.303 -1.862 9.353
O 4.133 -0.887 10.156
O 3.626 -2.912 9.488
C 6.832 -1.553 6.375
C 7.126 -2.622 5.540
C 8.063 -2.567 4.534
C 8.797 -1.427 4.287
C 8.542 -0.343 5.097
C 7.602 -0.432 6.101
H 1.046 -2.848 5.760
H 2.521 -3.833 5.384
H 1.412 -3.325 4.116
H 2.818 -1.639 3.750
H 2.172 -0.801 5.135
H 4.572 -2.569 4.692
H 4.583 -0.848 5.060
H 3.372 -2.507 7.124
H 7.141 -3.689 7.953
H 5.948 -3.839 9.210
H 6.937 -5.791 7.694
H 5.569 -6.500 6.844
H 5.508 -6.232 8.629
H 5.286 0.580 6.689
H 5.413 0.811 8.387
H 2.325 -1.321 8.249
H 1.493 -0.217 7.152
H 1.719 0.205 8.815
H 2.288 2.011 7.628
H 7.313 -0.149 8.844
H 7.921 -1.707 8.525
H 8.240 -1.538 10.698
H 6.491 -0.344 12.275
H 7.751 0.491 11.276
H 6.097 0.463 10.731
H 6.593 -3.561 5.666
H 8.238 -3.424 3.885
H 9.538 -1.406 3.493
H 9.096 0.585 4.970
H 7.451 0.456 6.710
C 4.423 0.935 -0.552
C 4.018 -0.556 -0.440
C 4.417 -1.304 -1.717
C 3.505 -1.025 -2.912
C 2.039 -1.236 -2.536
C 1.624 -0.440 -1.297
N 2.555 -0.660 -0.155
O 2.308 -1.827 0.357
C 1.546 1.053 -1.659
C 0.193 -0.810 -0.922
C 4.854 -1.102 0.717
H 3.760 1.571 0.035
H 5.429 1.099 -0.166
H 4.431 1.299 -1.581
H 4.407 -2.381 -1.525
H 5.447 -1.050 -1.978
H 3.661 -0.008 -3.286
H 3.769 -1.694 -3.735
H 1.401 -0.961 -3.381
H 1.871 -2.304 -2.363
H 1.331 1.662 -0.779
H 0.743 1.226 -2.380
H 2.451 1.435 -2.125
H 0.068 -1.877 -0.748
H -0.484 -0.537 -1.735
H -0.130 -0.275 -0.026
H 4.594 -0.623 1.663
H 5.914 -0.925 0.532
H 4.743 -2.177 0.846
C -6.176 1.412 -3.002
C -4.787 0.788 -2.722
C -4.559 0.671 -1.211
C -4.229 1.995 -0.527
C -3.082 2.704 -1.242
C -3.332 2.879 -2.740
N -3.722 1.594 -3.397
O -2.666 0.850 -3.527
C -4.420 3.948 -2.957
C -2.085 3.477 -3.390
C -4.868 -0.625 -3.301
H -6.185 1.960 -3.945
H -6.944 0.643 -3.085
H -6.507 2.084 -2.209
H -3.737 -0.026 -1.020
H -5.445 0.232 -0.745
H -5.114 2.638 -0.490
H -3.949 1.807 0.511
H -2.914 3.679 -0.781
H -2.163 2.130 -1.085
H -4.677 4.036 -4.014
H -4.059 4.922 -2.624
H -5.335 3.763 -2.400
H -1.191 2.877 -3.219
H -1.884 4.463 -2.971
H -2.220 3.598 -4.466
H -5.008 -0.601 -4.383
H -5.716 -1.153 -2.863
H -3.980 -1.215 -3.080
C -11.191 -2.162 -1.138
C -10.723 -1.305 -2.341
C -11.889 -1.079 -3.309
C -12.234 -2.298 -4.163
C -10.988 -2.843 -4.856
C -9.843 -3.129 -3.884
N -9.555 -1.960 -3.003
O -8.913 -1.067 -3.695
C -10.187 -4.373 -3.041
C -8.601 -3.538 -4.675
C -10.335 0.045 -1.738
H -10.370 -2.749 -0.726
H -11.559 -1.534 -0.327
H -12.007 -2.839 -1.390
H -11.648 -0.250 -3.982
H -12.772 -0.768 -2.746
H -12.703 -3.075 -3.552
H -12.975 -2.017 -4.914
H -11.242 -3.755 -5.402
H -10.661 -2.118 -5.609
H -9.425 -4.552 -2.281
H -10.231 -5.256 -3.679
H -11.153 -4.315 -2.546
H -8.304 -2.786 -5.403
H -8.801 -4.457 -5.228
H -7.757 -3.727 -4.010
H -9.489 -0.055 -1.055
H -11.176 0.452 -1.176
H -10.078 0.781 -2.498
C 2.692 3.073 -5.474
C 1.624 4.156 -5.759
C 0.300 3.494 -6.154
C 0.281 2.940 -7.577
C 0.735 4.000 -8.579
C 2.089 4.615 -8.220
N 2.125 5.096 -6.808
O 1.457 6.208 -6.731
C 3.203 3.581 -8.472
C 2.398 5.752 -9.194
C 1.419 4.864 -4.420
H 3.700 3.433 -5.682
H 2.684 2.778 -4.424
H 2.530 2.157 -6.043
H -0.512 4.223 -6.063
H 0.067 2.691 -5.452
H 0.912 2.049 -7.650
H -0.731 2.614 -7.826
H 0.784 3.560 -9.578
H -0.026 4.785 -8.628
H 4.172 3.965 -8.147
H 3.277 3.362 -9.538
H 3.035 2.626 -7.983
H 1.621 6.515 -9.204
H 2.473 5.359 -10.209
H 3.349 6.229 -8.950
H 2.330 5.374 -4.099
H 1.153 4.134 -3.655
H 0.610 5.593 -4.455
```